1.
# C3H2LuO3

A structure of composition C3H2LuO3 in a non-equilibrium geometry (the ωB97M-V functional and the def2-TZVPD basis, the OMol25 dataset).

**Total charge**: +3
**Relative energy (zero: lowest compared OMol25 entry of this formula, charge and spin)**: 277.04 kJ/mol
**Frontier orbital gap (alpha / beta)**: 3.54 / 3.53 eV

Structure (XYZ):
```
9
Properties=species:S:1:pos:R:3:mulliken_charge:R:1
C -0.670 0.286 0.207 0.10
C 0.587 -0.024 -0.461 0.10
O 0.539 -1.214 -1.355 -0.18
C 1.237 -1.414 -0.286 0.40
O 1.881 -2.207 0.291 -0.20
O -0.950 1.451 0.489 -0.47
H -1.344 -0.547 0.467 0.37
H 1.210 0.799 -0.819 0.41
Lu -2.491 2.870 1.467 2.46
```



2.
# C3H2N2O

An isolated molecule of C3H2N2O in a non-equilibrium geometry (the ωB97M-V functional and the def2-TZVPD basis, the OMol25 dataset).

**Relative energy (zero: lowest compared OMol25 entry of this formula, charge and spin)**: 790.36 kJ/mol
**Frontier orbital gap (alpha / beta)**: 9.65 / 9.64 eV

Structure (XYZ):
```
8
Properties=species:S:1:pos:R:3:mulliken_charge:R:1
C -0.551 -1.744 -0.046 -0.58
C -1.706 -1.129 0.015 0.38
C -0.290 -0.043 0.000 -0.05
N -1.429 0.875 -0.081 -0.49
N -2.407 0.075 0.029 0.71
O -3.816 0.254 -0.013 -0.53
H 0.055 0.222 0.984 0.24
H 0.529 0.029 -0.797 0.31
```



3.
# C3H2N2O

An isolated molecule of C3H2N2O in a non-equilibrium geometry (the ωB97M-V functional and the def2-TZVPD basis, the OMol25 dataset).

**SMILES**: N#CC(O)C#N
**Relative energy (zero: lowest compared OMol25 entry of this formula, charge and spin)**: 188.31 kJ/mol
**Frontier orbital gap**: 12.03 eV

Structure (XYZ):
```
8
Properties=species:S:1:pos:R:3:mulliken_charge:R:1
N -1.647 1.616 -0.704 -0.41
C -0.524 1.183 -0.427 0.23
C 0.372 0.183 0.174 0.24
O 0.082 -0.173 1.470 -0.51
C 0.636 -0.954 -0.857 0.21
N 0.405 -1.651 -1.803 -0.35
H 1.342 0.720 0.568 0.24
H -0.666 -0.925 1.579 0.36
```



4.
# C3H2N2O

An isolated molecule of C3H2N2O in a non-equilibrium geometry (the ωB97M-V functional and the def2-TZVPD basis, the OMol25 dataset).

**Expectation value of S²**: 2.023
**Spin multiplicity**: 3
**Relative energy (zero: lowest compared OMol25 entry of this formula, charge and spin)**: 134.61 kJ/mol
**Frontier orbital gap (alpha / beta)**: 6.07 / 9.83 eV

Structure (XYZ):
```
8
Properties=species:S:1:pos:R:3:mulliken_charge:R:1
C 1.498 0.139 0.424 0.51
C -1.218 0.563 -0.574 0.29
C 0.439 -0.611 -0.028 -0.59
N 2.377 0.757 0.849 -0.35
N -0.913 -0.247 0.351 -0.17
O -1.374 1.208 -1.525 -0.33
H 0.552 -1.402 -0.745 0.38
H -1.363 -0.406 1.247 0.25
```



5.
# C3H2N2O2

An isolated molecule of C3H2N2O2 in a non-equilibrium geometry (the ωB97M-V functional and the def2-TZVPD basis, the OMol25 dataset).

**SMILES**: O=C1C=NC(=O)N1
**Relative energy (zero: lowest compared OMol25 entry of this formula, charge and spin)**: 206.71 kJ/mol
**Frontier orbital gap**: 9.14 eV

Structure (XYZ):
```
9
Properties=species:S:1:pos:R:3:mulliken_charge:R:1
O 2.224 -0.595 -0.485 -0.54
C 1.067 -0.128 0.033 0.49
C 0.386 1.204 -0.004 -0.06
N -0.851 1.214 -0.140 -0.40
C -1.346 -0.306 0.030 0.39
O -2.451 -0.597 -0.430 -0.44
N -0.058 -0.926 0.315 -0.16
H 0.894 2.173 0.154 0.38
H 0.135 -2.039 0.527 0.32
```



6.
# C3H2N2O2

An isolated molecule of C3H2N2O2 in a non-equilibrium geometry (the ωB97M-V functional and the def2-TZVPD basis, the OMol25 dataset).

**SMILES**: O=C=C1N=CNO1
**Relative energy (zero: lowest compared OMol25 entry of this formula, charge and spin)**: 407.61 kJ/mol
**Frontier orbital gap**: 9.27 eV

Structure (XYZ):
```
9
Properties=species:S:1:pos:R:3:mulliken_charge:R:1
O 2.183 -1.369 -1.117 -0.32
C 1.469 -0.544 -0.723 0.71
C 0.853 0.557 -0.215 -0.10
N -0.371 0.982 -0.841 -0.47
C -1.236 0.559 -0.010 0.07
N -0.700 -0.121 1.143 -0.30
O 0.626 0.421 1.150 -0.26
H -2.311 0.592 -0.147 0.38
H -0.513 -1.076 0.762 0.29
```



7.
# C3H2N2O2

An isolated molecule of C3H2N2O2 in a non-equilibrium geometry (the ωB97M-V functional and the def2-TZVPD basis, the OMol25 dataset).

**Relative energy (zero: lowest compared OMol25 entry of this formula, charge and spin)**: 297.84 kJ/mol
**Frontier orbital gap**: 11.01 eV

Structure (XYZ):
```
9
Properties=species:S:1:pos:R:3:mulliken_charge:R:1
O 1.154 -1.521 -0.193 -0.44
C 1.518 -0.515 0.339 0.20
C -1.785 -0.319 1.494 -0.05
N -1.430 0.066 0.436 -0.07
C -0.973 0.498 -0.785 0.12
N 0.227 0.821 -1.059 -0.31
O 1.077 0.739 0.056 -0.17
H 2.256 -0.424 1.146 0.34
H -1.701 0.579 -1.586 0.37
```



8.
# C3H2N2O2

A structure of composition C3H2N2O2 (the ωB97M-V functional and the def2-TZVPD basis, the OMol25 dataset).

**Relative energy (zero: lowest compared OMol25 entry of this formula, charge and spin)**: 436.48 kJ/mol
**Frontier orbital gap**: 8.24 eV

Structure (XYZ):
```
9
Properties=species:S:1:pos:R:3:mulliken_charge:R:1
N -1.998 -1.220 -0.003 -0.40
C -1.396 -0.186 0.057 0.73
O 0.808 -0.811 0.358 -0.59
C 1.574 0.076 -0.015 0.20
O 1.292 1.297 -0.345 -0.39
C -1.143 1.129 0.148 -0.06
N -0.244 1.960 0.055 -0.23
H -1.553 -2.121 -0.149 0.34
H 2.661 -0.124 -0.107 0.39
```